Molecular formula: C27H44N4O3SV
Method: DFT, wB97M-V/def2-TZVPD

Atoms and positions in Å:
V -0.3928 -0.2409 -0.0455
C -3.4857 0.5202 1.3978
C -2.1309 1.1636 1.4355
C -1.5395 1.7198 0.2740
C -0.3453 2.4772 0.3542
C 0.2281 3.1410 -0.8640
C 0.2642 2.6198 1.5945
C -0.2614 2.0202 2.7392
C 0.3883 2.2111 4.0751
C -1.4389 1.2710 2.6356
H -4.2140 1.2027 1.8412
H -3.5055 -0.4006 1.9799
H -3.8282 0.3156 0.3853
H -2.1135 1.7617 -0.6482
H 0.2514 4.2224 -0.7212
H -0.3683 2.9417 -1.7538
H 1.2596 2.8266 -1.0407
H 1.1558 3.2318 1.6755
H -0.2181 2.8819 4.6873
H 1.3782 2.6549 3.9857
H 0.4640 1.2671 4.6157
H -1.8583 0.8200 3.5277
O 0.0977 -3.0431 -0.1744
C -0.4247 -2.8137 0.9105
O -0.8738 -1.6509 1.2527
C -0.6263 -3.9132 1.9431
N 0.1597 -5.1089 1.4560
C -0.7805 -6.2992 1.4015
C -2.1240 -5.6415 1.1546
C -2.0766 -4.4137 2.0624
H -0.2096 -3.5853 2.8926
H 0.9872 -5.2743 2.0315
H 0.4915 -4.8585 0.5135
H -0.7342 -6.7883 2.3731
H -0.4333 -6.9842 0.6328
H -2.9483 -6.3103 1.3912
H -2.2165 -5.3566 0.1042
H -2.2761 -4.6932 3.0963
H -2.7865 -3.6358 1.7885
C 4.4055 -6.0735 1.8190
C 3.7971 -4.7035 1.8216
C 3.8859 -3.8910 0.6823
C 3.3659 -2.6125 0.6702
C 2.7271 -2.1361 1.8134
C 2.6039 -2.9228 2.9534
C 3.1482 -4.2023 2.9518
S 2.0591 -0.5147 1.9173
C 3.5011 0.5308 1.9128
O 1.4689 -0.1970 0.5016
H 5.4130 -6.0474 1.4051
H 3.8213 -6.7534 1.1945
H 4.4588 -6.4916 2.8222
H 4.4012 -4.2663 -0.1933
H 3.4508 -1.9931 -0.2138
H 2.1310 -2.5302 3.8470
H 3.1150 -4.7971 3.8578
H 4.0897 0.3398 1.0173
H 4.0755 0.2916 2.8087
H 3.1555 1.5614 1.9500
C -2.2253 -2.4631 -3.9376
N -1.8869 -1.3859 -2.9998
C -2.6551 -1.3804 -1.7751
C -0.7586 -0.6701 -3.0904
N -0.1955 -0.1991 -1.9524
N -0.1914 -0.4349 -4.2724
C 1.1998 0.0057 -4.3744
C -0.9617 -0.3382 -5.5222
H -2.4059 -3.3697 -3.3598
H -1.3964 -2.6488 -4.6123
H -3.1212 -2.2235 -4.5091
H -3.7040 -1.5664 -2.0040
H -2.6228 -0.3907 -1.3162
H -2.3130 -2.1513 -1.0743
H 0.5468 0.4666 -2.1468
H 1.2817 1.0929 -4.2955
H 1.5751 -0.2930 -5.3501
H 1.8101 -0.4804 -3.6158
H -2.0253 -0.3188 -5.3090
H -0.7278 -1.1640 -6.1922
H -0.6914 0.5991 -6.0065

Calculated values
HOMO (spin up / spin down) in Ha: -0.6341 / -0.6349
Molecular weight in g/mol: 555.68
Orbital gap (spin up / spin down) in eV: 8.23 / 9.04
Total charge: +3
2S+1: 3

***

Molecular formula: C27H45AsBr2MnNO3Si2Te
Method: DFT, wB97M-V/def2-TZVPD

Atoms and positions in Å:
Mn -0.3672 1.0295 1.1017
Br -0.8072 0.2240 4.7678
C -1.5069 -1.1190 3.6253
Br -2.2406 -0.4188 1.9549
H -2.3410 -1.6145 4.1057
H -0.7191 -1.8003 3.3304
C -3.3468 5.1191 3.0914
Si -3.2724 4.0610 1.5589
C -3.5790 5.1060 0.0402
C -4.4791 2.6372 1.6448
As -1.1306 3.0766 1.6798
Si 0.6857 4.5890 1.4414
C 1.7710 4.2002 2.9019
C 0.0179 6.3304 1.5055
C 1.5461 4.2130 -0.1741
H -4.3757 5.4501 3.2564
H -2.7229 6.0094 3.0004
H -3.0233 4.5664 3.9742
H -4.3755 5.8127 0.2882
H -3.9150 4.5158 -0.8123
H -2.7123 5.6898 -0.2722
H -5.4923 2.9623 1.3979
H -4.4938 2.2099 2.6490
H -4.2071 1.8404 0.9490
H 1.2538 4.4153 3.8385
H 2.6952 4.7829 2.8788
H 2.0348 3.1415 2.8979
H -0.3770 6.5591 2.4966
H -0.7779 6.4910 0.7761
H 0.8102 7.0520 1.2921
H 1.5979 3.1354 -0.3422
H 2.5720 4.5884 -0.1506
H 1.0426 4.6739 -1.0264
O 1.3696 1.1380 1.5502
O 0.9247 -0.1850 1.6415
C -1.6121 2.8829 -1.8180
C -0.6567 1.7412 -1.7204
O -0.0052 1.3280 -2.6450
N -0.5401 1.0790 -0.4591
Te 1.3189 -1.0741 -1.1467
C 2.6572 -2.4711 -1.9450
C 3.9659 -2.4987 -1.4516
C 4.4672 -1.6401 -0.3192
C 4.8638 -3.3995 -2.0215
C 4.5000 -4.2428 -3.0571
C 5.4856 -5.1932 -3.6721
C 3.1923 -4.1766 -3.5394
C 2.2629 -3.3022 -3.0087
C 0.8709 -3.2578 -3.5783
C -0.1583 -2.4020 -0.4615
C 0.1627 -3.2264 0.6251
C 1.5200 -3.2419 1.2735
C -0.8284 -4.0681 1.1187
C -2.1008 -4.1158 0.5621
C -3.1511 -5.0460 1.0999
C -2.3772 -3.2897 -0.5184
C -1.4275 -2.4233 -1.0480
C -1.8254 -1.5872 -2.2342
H -1.7067 3.1529 -2.8660
H -1.2526 3.7376 -1.2471
H -2.5800 2.5964 -1.4052
H 3.7858 -0.8393 -0.0265
H 5.4146 -1.1755 -0.5914
H 4.6449 -2.2487 0.5698
H 5.8780 -3.4346 -1.6395
H 6.4432 -5.1634 -3.1561
H 5.6569 -4.9424 -4.7200
H 5.1111 -6.2171 -3.6407
H 2.8984 -4.8208 -4.3603
H 0.8130 -3.8434 -4.4938
H 0.5706 -2.2366 -3.8284
H 0.1397 -3.6612 -2.8740
H 1.9196 -2.2349 1.4109
H 2.2319 -3.8113 0.6716
H 1.4647 -3.7077 2.2561
H -0.5911 -4.7119 1.9584
H -2.7887 -5.6002 1.9638
H -3.4528 -5.7672 0.3393
H -4.0457 -4.4960 1.3963
H -3.3621 -3.3195 -0.9730
H -2.3888 -2.1923 -2.9444
H -0.9771 -1.1601 -2.7679
H -2.4703 -0.7603 -1.9258

Calculated values
HOMO (spin up / spin down) in Ha: -0.3739 / -0.3733
Molecular weight in g/mol: 905.10
Orbital gap (spin up / spin down) in eV: 6.63 / 5.25
Total charge: +1
2S+1: 2

***

Molecular formula: C27H45AsMnN4Si3
Method: DFT, wB97M-V/def2-TZVPD

Atoms and positions in Å:
Mn 0.0882 -0.3766 0.2227
C -2.4572 -0.4202 -1.6342
N -1.7862 0.6782 -0.9360
C -2.6026 1.2591 0.1598
C -2.0940 0.5571 1.3896
C -2.4640 -0.7654 1.6663
C -1.6645 -1.5179 2.5237
C -0.5613 -0.9060 3.1159
C -0.3403 0.4544 2.8811
N -1.0627 1.1649 2.0014
C -1.2596 1.6759 -1.8700
C 0.0591 2.2504 -1.4113
C 0.4726 3.4908 -1.8709
C 1.7009 3.9891 -1.4770
C 2.4858 3.2271 -0.6234
C 2.0076 2.0029 -0.2125
N 0.8202 1.5098 -0.5957
C -1.4480 -1.3308 -2.2847
C -1.7034 -1.9328 -3.5028
C -0.7666 -2.8026 -4.0411
C 0.4059 -3.0316 -3.3383
C 0.5936 -2.3832 -2.1368
N -0.3075 -1.5450 -1.6071
H -3.1773 -0.0572 -2.3749
H -3.0257 -1.0075 -0.9115
H -3.6722 1.1237 -0.0125
H -2.3935 2.3228 0.2496
H -3.3348 -1.2031 1.1977
H -1.8838 -2.5614 2.7059
H 0.1060 -1.4623 3.7515
H 0.4779 0.9766 3.3631
H -1.9745 2.4878 -2.0299
H -1.1033 1.2050 -2.8441
H -0.1734 4.0600 -2.5263
H 2.0350 4.9584 -1.8214
H 3.4464 3.5817 -0.2776
H 2.5803 1.3752 0.4552
H -2.6299 -1.7232 -4.0205
H -0.9510 -3.2860 -4.9909
H 1.1659 -3.7011 -3.7162
H 1.4969 -2.5294 -1.5622
C 3.8310 -4.5429 2.1413
Si 2.3832 -3.8892 1.1751
C 2.2749 -4.7584 -0.4782
C 0.7628 -4.1633 2.0664
As 2.5941 -1.5153 0.9192
Si 3.6998 -0.8334 2.9470
C 5.4392 -1.5107 2.9268
C 2.8120 -1.4825 4.4585
C 3.7025 1.0381 3.0215
Si 4.3076 -1.0855 -0.7062
C 5.4027 -2.5805 -0.8921
C 3.5083 -0.6697 -2.3499
C 5.3433 0.3494 -0.1080
H 3.7539 -5.6296 2.2242
H 3.8700 -4.1397 3.1536
H 4.7756 -4.3147 1.6445
H 2.5308 -5.8080 -0.3097
H 2.9567 -4.3818 -1.2404
H 1.2576 -4.7385 -0.8725
H 0.6107 -5.2403 2.1814
H -0.0700 -3.7776 1.4732
H 0.7257 -3.7182 3.0602
H 5.5163 -2.3982 3.5545
H 6.1156 -0.7591 3.3427
H 5.7978 -1.7705 1.9314
H 2.4578 -2.5092 4.3663
H 1.9831 -0.8380 4.7472
H 3.5204 -1.4617 5.2910
H 4.6142 1.4537 2.5883
H 3.6787 1.3397 4.0724
H 2.8478 1.5060 2.5326
H 4.8423 -3.4765 -1.1585
H 5.9699 -2.7891 0.0171
H 6.1270 -2.3995 -1.6905
H 3.3567 -1.5661 -2.9544
H 4.1891 -0.0202 -2.9064
H 2.5550 -0.1475 -2.2581
H 5.8877 0.1199 0.8084
H 4.7853 1.2711 0.0415
H 6.0883 0.5483 -0.8845

Calculated values
HOMO (spin up / spin down) in Ha: -0.5103 / -0.5236
Molecular weight in g/mol: 639.80
Orbital gap (spin up / spin down) in eV: 8.67 / 8.72
Total charge: +2
2S+1: 6

***

The evaluated calculated total energy for the records listed, in turn: -2841.36807, -10717.73239, -5529.80710 Ha.